# 1
The following is a quantum chemistry calculation of C20H28N6O3 in the gas phase at a distorted geometry, from the OMol25 dataset.

Element x y z (Å)
C (-5.05, -1.19, 2.42)
H (-5.74, -0.94, 3.21)
H (-5.56, -1.81, 1.69)
H (-4.23, -1.77, 2.83)
C (-4.52, 0.08, 1.77)
C (-3.53, -0.22, 0.68)
N (-3.19, -1.41, 0.41)
N (-2.30, -1.69, -0.56)
C (-1.69, -0.74, -1.35)
O (-0.89, -1.06, -2.23)
C (-2.08, 0.61, -1.05)
C (-1.67, 1.81, -1.62)
C (-2.37, 2.80, -0.91)
C (-3.17, 2.19, 0.07)
N (-3.00, 0.85, -0.02)
C (-3.84, 3.24, 0.75)
C (-3.39, 4.38, 0.13)
O (-2.51, 4.14, -0.86)
H (-3.63, 5.41, 0.32)
H (-4.54, 3.19, 1.55)
H (-0.98, 1.92, -2.42)
C (-2.00, -3.10, -0.72)
H (-1.96, -3.33, -1.79)
H (-2.79, -3.65, -0.23)
C (-0.65, -3.45, -0.06)
O (-0.59, -4.04, 1.00)
N (0.40, -3.06, -0.79)
H (0.23, -2.48, -1.60)
C (1.77, -3.16, -0.32)
C (2.38, -1.77, -0.14)
H (1.80, -1.21, 0.60)
H (2.32, -1.23, -1.09)
C (3.85, -1.87, 0.31)
N (4.58, -0.63, 0.41)
C (4.07, 0.31, 1.39)
C (5.10, 1.41, 1.61)
N (5.34, 2.11, 0.36)
C (6.25, 3.22, 0.53)
H (6.37, 3.73, -0.43)
H (5.82, 3.92, 1.25)
H (7.24, 2.91, 0.89)
C (5.83, 1.16, -0.63)
C (4.80, 0.06, -0.85)
H (5.17, -0.65, -1.58)
H (3.87, 0.53, -1.24)
H (6.00, 1.70, -1.57)
H (6.78, 0.70, -0.32)
H (4.72, 2.13, 2.34)
H (6.03, 0.96, 2.00)
H (3.89, -0.22, 2.33)
H (3.12, 0.78, 1.06)
H (3.89, -2.35, 1.29)
H (4.39, -2.50, -0.40)
H (2.35, -3.73, -1.05)
H (1.75, -3.70, 0.63)
H (-5.34, 0.66, 1.33)
H (-4.03, 0.71, 2.51)

Summary:
frontier orbital gap = 8.6886 eV
relative energy (zero: lowest compared OMol25 entry of this formula, charge and spin) = 0.000 eV
highest occupied orbital energy = -8.24 eV
structure (SMILES) = CCc1nn(CC(=O)NCCCN2CCN(C)CC2)c(=O)c2cc3occc3n12
LUMO energy = 0.447 eV

Löwdin charges, unit e, in atom order:
1 C -0.100
2 H 0.073
3 H 0.075
4 H 0.076
5 C -0.173
6 C -0.247
7 N 0.171
8 N -0.038
9 C -0.358
10 O 0.048
11 C -0.086
12 C 0.106
13 C -0.202
14 C -0.148
15 N 0.098
16 C 0.018
17 C -0.091
18 O 0.079
19 H 0.123
20 H 0.103
21 H 0.123
22 C -0.026
23 H 0.131
24 H 0.130
25 C -0.478
26 O 0.059
27 N 0.067
28 H 0.106
29 C -0.178
30 C -0.165
31 H 0.115
32 H 0.110
33 C -0.203
34 N -0.183
35 C -0.185
36 C -0.196
37 N -0.233
38 C -0.108
39 H 0.082
40 H 0.082
41 H 0.087
42 C -0.197
43 C -0.185
44 H 0.124
45 H 0.122
46 H 0.119
47 H 0.126
48 H 0.119
49 H 0.126
50 H 0.124
51 H 0.123
52 H 0.124
53 H 0.120
54 H 0.125
55 H 0.123
56 H 0.122
57 H 0.124

***

# 2
The following is a quantum chemistry calculation of a molecular structure, C20H29AuO4 at a distorted geometry, from the OMol25 dataset.

Element x y z (Å)
O (0.48, 0.73, 1.04)
C (0.02, 0.73, -0.35)
C (1.47, 0.75, -0.87)
H (-0.59, 1.60, -0.59)
H (-0.52, -0.19, -0.55)
C (1.81, 0.37, 0.60)
H (1.79, 1.75, -1.14)
H (1.65, 0.03, -1.68)
C (2.83, 1.11, 1.40)
H (2.60, 2.17, 1.41)
H (3.82, 0.95, 0.98)
H (2.82, 0.73, 2.42)
C (2.11, -1.12, 0.63)
H (1.55, -1.68, -0.14)
H (1.91, -1.57, 1.61)
H (3.18, -1.27, 0.42)
Au (-1.61, -3.64, -0.21)
C (-1.11, -4.64, -2.24)
C (-2.21, -3.70, -2.38)
C (-1.65, -2.37, -2.28)
H (-3.24, -3.95, -2.62)
C (-0.23, -2.49, -2.20)
C (0.11, -3.86, -2.09)
H (1.11, -4.27, -2.04)
H (-1.17, -5.70, -2.41)
H (-2.20, -1.45, -2.38)
H (0.47, -1.67, -2.31)
C (-1.84, -4.18, 1.89)
C (-0.47, -3.95, 2.28)
C (-0.30, -2.57, 2.53)
H (0.29, -4.72, 2.40)
C (-1.49, -1.89, 2.18)
C (-2.45, -2.84, 1.72)
H (-3.50, -2.66, 1.53)
H (-2.42, -5.10, 1.99)
H (0.58, -2.09, 2.98)
H (-1.63, -0.82, 2.30)
O (0.86, 3.30, -0.11)
C (2.06, 4.09, 0.05)
C (1.75, 5.56, -0.26)
H (2.84, 3.67, -0.61)
H (2.39, 4.00, 1.10)
C (0.23, 5.61, -0.53)
H (2.35, 5.90, -1.11)
H (2.03, 6.16, 0.61)
C (-0.27, 4.15, -0.40)
H (0.02, 5.99, -1.54)
H (-0.28, 6.24, 0.20)
H (-0.74, 3.80, -1.33)
H (-0.98, 4.02, 0.44)
O (-3.74, 1.27, -0.79)
C (-3.53, 0.25, -0.09)
O (-2.58, -0.58, -0.07)
H (-4.38, 0.00, 0.60)

Summary:
frontier orbital gap (alpha / beta) = 7.5999 / 3.9214 eV
highest occupied orbital energy (alpha / beta) = -7.36 / -7.34 eV
2S+1 = 3
expectation value of S² = 2.027
LUMO energy (alpha / beta) = 0.236 / -3.421 eV

Löwdin charges, unit e, in atom order:
1 O -0.075
2 C -0.141
3 C -0.055
4 H 0.102
5 H 0.074
6 C -0.554
7 H 0.083
8 H 0.087
9 C -0.010
10 H 0.048
11 H 0.090
12 H 0.094
13 C -0.027
14 H 0.066
15 H 0.056
16 H 0.092
17 Au 1.107
18 C -0.179
19 C -0.146
20 C -0.127
21 H 0.117
22 C -0.077
23 C -0.104
24 H 0.111
25 H 0.101
26 H 0.108
27 H 0.098
28 C -0.248
29 C -0.105
30 C -0.097
31 H 0.104
32 C -0.054
33 C -0.205
34 H 0.106
35 H 0.099
36 H 0.101
37 H 0.118
38 O -0.214
39 C -0.197
40 C -0.151
41 H 0.119
42 H 0.108
43 C -0.142
44 H 0.104
45 H 0.105
46 C -0.163
47 H 0.104
48 H 0.103
49 H 0.124
50 H 0.129
51 O -0.103
52 C -0.607
53 O -0.176
54 H 0.098

***

So what do the calculations give for total energy? Going down the list: -36276.870, -33084.694 eV.